[1]
{
  "formula": "C22H28N3OPPtSSe2",
  "method": "ωB97M-V/def2-TZVPD",
  "symbols": ["Pt", "Se", "P", "Se", "C", "C", "C", "C", "C", "C", "C", "C", "C", "C", "C", "C", "H", "H", "H", "H", "H", "H", "H", "H", "H", "H", "C", "O", "H", "H", "H", "H", "C", "C", "C", "C", "C", "C", "N", "H", "H", "H", "H", "H", "H", "H", "H", "S", "C", "N", "C", "C", "N", "H", "H", "H", "H", "H", "H"],
  "xyz": [[-0.13, -0.46, -0.28], [2.44, 0.26, -0.31], [2.83, -1.87, -0.19], [0.83, -2.77, -0.39], [3.82, -2.40, -1.62], [3.25, -2.03, -2.84], [3.86, -2.35, -4.04], [5.06, -3.06, -4.03], [5.63, -3.43, -2.83], [5.02, -3.11, -1.63], [3.49, -2.29, 1.47], [2.64, -1.88, 2.50], [2.98, -2.10, 3.82], [4.17, -2.74, 4.14], [5.02, -3.14, 3.13], [4.69, -2.92, 1.79], [2.32, -1.47, -2.85], [3.41, -2.05, -4.97], [5.54, -3.32, -4.97], [6.56, -3.99, -2.82], [5.49, -3.42, -0.72], [1.71, -1.38, 2.26], [2.31, -1.78, 4.61], [4.44, -2.91, 5.18], [5.96, -3.63, 3.36], [5.38, -3.24, 1.04], [-0.12, 3.96, -1.01], [0.60, 2.79, -0.64], [0.49, 4.86, -0.93], [-1.03, 4.07, -0.41], [-0.42, 3.84, -2.05], [0.72, 2.78, 0.31], [-0.44, 1.32, 2.56], [-1.59, 1.40, 1.61], [-2.76, 2.11, 1.70], [-3.45, 1.93, 0.46], [-2.68, 1.12, -0.33], [-2.91, 0.67, -1.74], [-1.53, 0.79, 0.37], [-0.78, 1.38, 3.60], [0.27, 2.14, 2.42], [0.12, 0.39, 2.43], [-3.07, 2.72, 2.53], [-4.40, 2.36, 0.18], [-3.79, 1.17, -2.14], [-3.08, -0.41, -1.79], [-2.06, 0.91, -2.38], [-2.46, -2.47, -0.19], [-2.39, -2.19, 1.46], [-3.10, -1.27, 2.11], [-2.76, -1.18, 3.53], [-1.67, -2.27, 3.68], [-1.62, -2.85, 2.34], [-3.57, -0.53, 1.60], [-3.63, -1.39, 4.16], [-2.38, -0.19, 3.77], [-1.95, -3.02, 4.42], [-0.71, -1.85, 3.96], [-0.89, -3.45, 2.01]],
  "lumo_ev": [0.15, -1.38],
  "s_squared": 2.008,
  "de_lowest_kcal_mol": 1.80,
  "homo_ha": [-0.249, -0.272],
  "total_energy_ha": -6756.3585,
  "spin_multiplicity": 3,
  "largest_force_ev_per_a": 0.47
}

[2]
{
  "formula": "C6H12O4",
  "method": "ωB97M-V/def2-TZVPD",
  "symbols": ["C", "C", "O", "O", "C", "C", "C", "C", "O", "H", "H", "H", "H", "H", "H", "H", "H", "H", "H", "O", "H", "H"],
  "xyz": [[-3.51, 0.89, 1.76], [-2.27, 1.68, 2.04], [-1.89, 1.91, 3.17], [-1.16, 1.43, 0.69], [0.22, 1.32, 1.01], [0.61, -0.13, 1.17], [1.95, -0.38, 1.90], [1.07, -1.00, 2.99], [-0.13, -0.79, 2.22], [-4.22, 1.01, 2.58], [-3.96, 1.20, 0.80], [-3.23, -0.17, 1.66], [0.80, 1.75, 0.17], [0.43, 1.88, 1.93], [0.48, -0.67, 0.22], [2.63, -1.07, 1.39], [2.49, 0.53, 2.19], [1.24, -2.07, 3.19], [1.04, -0.45, 3.95], [-2.37, 3.52, 1.03], [-1.56, 2.94, 0.36], [-1.86, 4.07, 1.62]],
  "lumo_ev": 0.77,
  "de_lowest_kcal_mol": 88.01,
  "homo_ha": -0.349,
  "total_energy_ha": -536.6649,
  "largest_force_ev_per_a": 4.19,
  "smiles": "CC(=O)OC[C@H]1CCO1.O"
}

[3]
{
  "formula": "C8H10N2O2",
  "method": "ωB97M-V/def2-TZVPD",
  "symbols": ["C", "N", "N", "C", "C", "C", "C", "C", "C", "H", "H", "H", "H", "H", "H", "H", "H", "H", "H", "O", "C", "O"],
  "xyz": [[-0.02, -1.70, -2.59], [0.70, -1.24, -1.51], [2.26, -0.61, -2.00], [0.18, -0.25, -0.74], [-0.92, -0.65, 0.00], [-1.61, 0.08, 0.94], [-0.98, 1.36, 1.20], [0.06, 1.83, 0.48], [0.60, 1.09, -0.54], [0.02, -2.70, -2.58], [-1.10, -1.28, -2.51], [0.22, -1.32, -3.63], [2.44, -0.34, -1.05], [2.70, -1.46, -2.17], [-1.13, -1.69, -0.10], [-2.50, -0.18, 1.56], [-1.50, 1.92, 2.00], [0.44, 2.81, 0.59], [1.41, 1.33, -1.22], [0.39, 1.79, 4.44], [-0.41, 0.99, 4.65], [-1.23, 0.21, 4.79]],
  "lumo_ev": 0.63,
  "de_lowest_kcal_mol": 73.08,
  "homo_ha": -0.301,
  "total_energy_ha": -570.7478,
  "largest_force_ev_per_a": 6.37,
  "smiles": "CN(N)c1ccccc1.O=C=O"
}

[4]
{
  "formula": "C5H7NO2",
  "method": "ωB97M-V/def2-TZVPD",
  "symbols": ["C", "C", "C", "C", "C", "H", "H", "H", "H", "H", "H", "H", "N", "O", "O"],
  "xyz": [[-1.94, 1.02, -1.42], [-0.63, 0.57, -1.80], [0.14, -0.42, -0.01], [-0.37, -0.73, 1.21], [1.59, 0.08, 1.61], [-1.90, 0.85, -0.23], [-2.93, 0.38, -1.84], [-1.85, 2.35, -1.50], [0.22, 1.44, -1.50], [-0.40, 0.38, -2.97], [-1.14, -1.33, 1.46], [2.37, 0.82, 1.92], [0.67, -0.67, 2.20], [-0.21, -0.72, -1.28], [1.24, 0.31, 0.25]],
  "lumo_ev": 0.82,
  "de_lowest_kcal_mol": 99.22,
  "homo_ha": -0.335,
  "total_energy_ha": -399.8074,
  "largest_force_ev_per_a": 7.12
}

[5]
{
  "formula": "C3H11N4",
  "method": "ωB97M-V/def2-TZVPD",
  "symbols": ["C", "C", "C", "N", "N", "N", "N", "H", "H", "H", "H", "H", "H", "H", "H", "H", "H", "H"],
  "xyz": [[-0.66, -0.90, 0.47], [-2.79, 0.18, 0.33], [1.36, 1.45, 0.09], [-1.45, -0.04, -0.09], [2.32, -0.80, -1.14], [0.56, -1.05, 0.22], [1.22, -0.21, -0.71], [-1.16, -1.45, 1.16], [-3.19, 1.16, 0.22], [-2.87, 0.02, 1.44], [-3.53, -0.56, -0.12], [2.37, 1.40, 0.64], [1.34, 2.21, -0.69], [0.47, 1.44, 0.80], [3.19, -0.98, -0.45], [2.83, -0.55, -2.05], [1.13, -1.90, 0.66], [-1.14, 0.60, -0.77]],
  "lumo_ev": -3.02,
  "de_lowest_kcal_mol": 107.65,
  "homo_ha": -0.470,
  "total_energy_ha": -339.5481,
  "charge": 1,
  "largest_force_ev_per_a": 5.83
}

[6]
{
  "formula": "C2H2Cl2P2",
  "method": "ωB97M-V/def2-TZVPD",
  "symbols": ["H", "P", "C", "Cl", "C", "Cl", "P", "H"],
  "xyz": [[0.08, 2.88, 0.57], [0.95, 1.77, -0.08], [-0.28, 0.56, -0.08], [-2.13, 1.08, 0.10], [-0.10, -0.78, -0.12], [-1.47, -1.82, -0.09], [1.52, -1.24, 0.14], [1.42, -2.45, -0.44]],
  "lumo_ev": [-1.93, -1.96],
  "de_lowest_kcal_mol": 15.83,
  "homo_ha": [-0.323, -0.324],
  "total_energy_ha": -1680.3788,
  "largest_force_ev_per_a": 5.07,
  "smiles": "[H]/P=C(Cl)/C(Cl)=P/[H]"
}